No. 1
This record from the OMol25 dataset describes C13H22BI2O3P2V as an isolated structure at a distorted geometry. The level of theory is ωB97M-V/def2-TZVPD.

The charge is +2. For the total energy, the calculation gives -81108.73758 eV. As for the multiplicity: 3. As for the largest force on an atom: 6.7 eV Å⁻¹.

Last column: Löwdin charge in e.
Element x y z (Å)
1 I -0.01 -1.00 -4.73  0.8950
2 I 0.02 2.89 -1.59  0.7475
3 V 0.01 0.18 -2.07  -0.1724
4 P -2.11 0.09 -1.13  0.7715
5 C -2.86 0.16 -2.79  -0.2372
6 C -2.84 -1.36 -0.34  -0.1675
7 H -3.89 -1.13 -0.13  0.0818
8 H -3.78 1.16 0.24  0.0781
9 H -2.32 -1.58 0.60  0.0701
10 H -2.16 1.87 0.52  0.0455
11 H -2.54 -0.68 -3.41  -0.0113
12 H -2.75 -2.23 -1.00  0.0735
13 C -2.85 1.50 -0.24  -0.2113
14 H -3.94 0.11 -2.60  0.0851
15 H -3.06 2.30 -0.97  0.0544
16 H -2.62 1.10 -3.30  0.0619
17 P 2.11 0.08 -1.11  0.7709
18 C 2.85 0.16 -2.77  -0.2355
19 C 2.86 1.48 -0.22  -0.2123
20 H 2.30 -1.62 0.60  0.0705
21 H 3.88 -1.14 -0.10  0.0819
22 H 2.77 -2.24 -1.01  0.0749
23 C 2.83 -1.38 -0.33  -0.1657
24 H 2.17 1.86 0.55  0.0472
25 H 3.78 1.13 0.26  0.0778
26 H 3.93 0.10 -2.60  0.0870
27 H 2.60 1.10 -3.28  0.0612
28 H 3.08 2.27 -0.95  0.0536
29 H 2.51 -0.68 -3.40  -0.0109
30 C 0.01 -1.74 -1.82  -0.3011
31 O 0.00 -2.89 -1.63  0.2008
32 O 0.00 -1.14 0.94  0.0236
33 B 0.01 0.09 0.05  -0.7491
34 O 0.00 1.21 1.03  -0.0461
35 C -0.01 0.70 2.28  -0.2254
36 C 0.00 1.43 3.47  0.0243
37 C 0.00 0.69 4.65  -0.0555
38 C 0.00 -0.71 4.64  -0.0500
39 C 0.00 -1.43 3.43  0.0233
40 C 0.00 -0.71 2.24  -0.2149
41 H 0.01 2.52 3.43  0.1331
42 H 0.00 1.23 5.61  0.1240
43 H 0.00 -1.24 5.59  0.1223
44 H 0.00 -2.51 3.40  0.1255

***

No. 2
This record from the OMol25 dataset describes C13H22Br3FNO2 as an isolated structure. The level of theory is ωB97M-V/def2-TZVPD.

The charge is -1. For the total energy, the calculation gives -232267.37433 eV. As for the energy above the lowest of the compared OMol25 structures with the same formula, charge and spin: 3.90 kcal per mole. As for the largest force on an atom: 1.0 eV Å⁻¹.

Last column: Löwdin charge in e.
Element x y z (Å)
1 C 0.04 2.98 3.16  -0.1180
2 C 0.82 2.50 1.93  -0.2595
3 C 1.56 1.17 2.12  -0.2150
4 C 0.72 0.07 2.79  -0.2173
5 C -0.59 -0.26 2.06  -0.2040
6 C -0.57 -1.53 1.19  -0.2167
7 C 0.70 -1.78 0.36  -0.1998
8 C 0.68 -1.28 -1.10  -0.2005
9 C -0.14 0.00 -1.39  -0.2818
10 C 0.58 0.93 -2.39  -0.1781
11 C 0.48 0.33 -3.73  -0.4735
12 O -0.46 -0.20 -4.29  0.0236
13 N 1.75 0.32 -4.51  0.1175
14 C 2.72 1.14 -3.93  -0.5979
15 O 2.88 2.30 -4.13  0.1083
16 F 3.71 0.41 -3.34  0.0570
17 H -0.97 2.55 3.17  0.0663
18 H 0.53 2.70 4.10  0.0654
19 H -0.08 4.06 3.15  0.0614
20 H 1.53 3.27 1.60  0.1025
21 H 0.13 2.38 1.09  0.0906
22 H 1.87 0.83 1.13  0.1045
23 H 2.48 1.35 2.69  0.1058
24 H 0.51 0.34 3.82  0.0929
25 H 1.33 -0.84 2.84  0.1005
26 H -1.37 -0.40 2.82  0.1019
27 H -0.94 0.58 1.46  0.0834
28 H -1.42 -1.49 0.50  0.0450
29 H -0.75 -2.39 1.84  0.0921
30 H 0.85 -2.87 0.33  0.0967
31 H 1.60 -1.39 0.84  0.0824
32 H 0.36 -2.06 -1.79  0.1036
33 H 1.71 -1.03 -1.38  0.0924
34 H -1.10 -0.32 -1.82  0.0336
35 H -0.31 0.59 -0.49  0.0682
36 H 0.02 1.88 -2.45  0.0587
37 H 2.11 -0.63 -4.52  0.1214
38 C -4.71 -2.80 -0.73  -1.6439
39 Br -3.72 -1.28 -1.35  0.6516
40 Br -4.81 -4.18 -2.07  0.5521
41 Br -4.00 -3.48 0.93  0.5646
42 H -5.72 -2.48 -0.53  -0.0380

***

No. 3
This record from the OMol25 dataset describes a 2-piece molecular cluster, C13H22BrN4OS overall at a distorted geometry. The level of theory is ωB97M-V/def2-TZVPD.

The charge is +1. For the total energy, the calculation gives -102704.80338 eV. As for the largest force on an atom: 11.4 eV Å⁻¹.

Last column: Löwdin charge in e.
Element x y z (Å)
1 C 6.08 0.37 2.27  -0.1159
2 C 5.82 1.97 2.55  -0.2351
3 N 4.73 2.24 3.60  -0.0575
4 N 3.45 2.08 3.02  -0.1876
5 N 2.95 0.83 3.15  0.1795
6 C 1.64 0.52 2.55  -0.1186
7 O 1.08 -0.86 2.66  -0.0230
8 C 2.19 -1.82 2.34  -0.1258
9 N 2.89 -2.81 1.89  0.1678
10 C 0.82 1.71 1.79  -0.3729
11 S -0.86 1.28 1.02  0.7337
12 C 1.42 3.23 1.68  0.0508
13 C 2.94 3.34 2.39  -0.3993
14 Br 3.99 5.07 2.39  0.7495
15 H 6.02 0.13 1.10  0.0969
16 H 5.33 -0.35 2.85  0.0705
17 H 7.16 0.08 2.67  0.0962
18 H 5.51 2.52 1.54  0.1132
19 H 6.82 2.50 2.90  0.1421
20 H 4.81 1.55 4.40  0.1584
21 H -0.56 0.25 0.06  -0.0767
22 H 0.89 4.15 1.17  0.1420
23 C -6.13 -1.91 -2.79  -0.1122
24 C -4.78 -2.59 -2.85  -0.2705
25 C -3.87 -2.23 -1.67  -0.2263
26 C -3.49 -0.74 -1.55  -0.2314
27 C -2.79 -0.15 -2.78  -0.2703
28 C -1.45 -0.81 -3.09  -0.1106
29 H -6.05 -0.82 -2.85  0.0661
30 H -6.75 -2.23 -3.64  0.0749
31 H -6.66 -2.16 -1.87  0.0778
32 H -4.28 -2.35 -3.79  0.1002
33 H -4.93 -3.67 -2.84  0.1087
34 H -2.96 -2.83 -1.73  0.1016
35 H -4.36 -2.53 -0.73  0.1119
36 H -2.84 -0.62 -0.68  0.0782
37 H -4.39 -0.15 -1.34  0.1052
38 H -2.62 0.92 -2.60  0.1027
39 H -3.44 -0.21 -3.66  0.1051
40 H -0.77 -0.72 -2.23  0.0519
41 H -0.98 -0.31 -3.94  0.0756
42 H -1.57 -1.87 -3.34  0.0735

***

No. 4
This record from the OMol25 dataset describes a 5-piece molecular cluster, C13H22Cl12O3S overall. The level of theory is ωB97M-V/def2-TZVPD.

For the total energy, the calculation gives -181084.23459 eV. As for the largest force on an atom: 0.6 eV Å⁻¹. The SMILES is CCCCC[C@@H]1CCS(=O)(=O)OC1.ClC(Cl)Cl.ClC(Cl)Cl.ClC(Cl)Cl.ClC(Cl)Cl.

Last column: Löwdin charge in e.
Element x y z (Å)
1 C -1.71 2.21 -5.29  -0.1101
2 C -2.67 2.19 -4.10  -0.2693
3 C -1.95 1.87 -2.78  -0.2170
4 C -1.51 0.40 -2.68  -0.1898
5 C -1.53 -0.19 -1.26  -0.1536
6 C -0.28 0.00 -0.36  -0.2915
7 C 0.69 1.12 -0.76  -0.1478
8 C 1.71 0.78 -1.87  -0.1991
9 S 2.31 -0.89 -1.88  0.6135
10 O 3.31 -0.98 -0.84  -0.3099
11 O 2.61 -1.29 -3.22  -0.2585
12 O 1.04 -1.73 -1.45  -0.2089
13 C 0.47 -1.32 -0.18  -0.1745
14 H -0.92 2.95 -5.11  0.0724
15 H -1.24 1.24 -5.44  0.0702
16 H -2.22 2.49 -6.22  0.0680
17 H -3.45 1.44 -4.27  0.1041
18 H -3.15 3.16 -4.01  0.1027
19 H -2.60 2.10 -1.94  0.1102
20 H -1.08 2.54 -2.73  0.0979
21 H -2.23 -0.18 -3.27  0.1153
22 H -0.55 0.24 -3.16  0.0959
23 H -1.73 -1.27 -1.35  0.1139
24 H -2.39 0.24 -0.74  0.0702
25 H -0.65 0.25 0.65  0.1228
26 H 0.13 2.01 -1.06  0.1065
27 H 1.26 1.41 0.13  0.0948
28 H 2.63 1.35 -1.70  0.1099
29 H 1.35 1.03 -2.86  0.0954
30 H 1.26 -1.26 0.57  0.0846
31 H -0.22 -2.10 0.13  0.1319
32 Cl 4.26 -0.35 4.43  0.5410
33 C 3.54 -0.34 2.82  -1.5309
34 Cl 1.88 0.27 2.90  0.5533
35 Cl 4.52 0.59 1.70  0.5631
36 H 3.50 -1.36 2.46  0.0178
37 Cl -5.53 -1.24 -0.12  0.5337
38 C -5.26 -0.36 1.39  -1.5657
39 Cl -3.55 -0.38 1.81  0.5246
40 Cl -5.86 1.29 1.27  0.5354
41 H -5.80 -0.86 2.17  -0.0153
42 Cl 6.87 0.03 6.90  0.5079
43 C 7.58 0.80 5.49  -1.5759
44 Cl 8.22 2.39 5.89  0.5267
45 Cl 8.84 -0.22 4.79  0.5271
46 H 6.80 0.92 4.75  -0.0353
47 Cl -3.69 -5.89 4.02  0.5382
48 C -3.32 -4.18 4.19  -1.5498
49 Cl -1.84 -3.76 3.33  0.5179
50 Cl -4.67 -3.19 3.62  0.5238
51 H -3.17 -3.96 5.24  0.0124

***

No. 5
This record from the OMol25 dataset describes C13H22IN4ORh as an isolated structure at a distorted geometry. The level of theory is ωB97M-V/def2-TZVPD.

The charge is -2. For the total energy, the calculation gives -32947.16737 eV. As for the multiplicity: 5. As for the largest force on an atom: 2.3 eV Å⁻¹.

Last column: Löwdin charge in e.
Element x y z (Å)
1 C 0.19 0.06 -6.14  -0.6359
2 I 0.06 0.40 -4.02  0.0960
3 H -0.69 -0.52 -6.43  -0.0524
4 H 1.12 -0.49 -6.36  -0.0418
5 H 0.21 1.05 -6.61  -0.0538
6 C -1.34 3.79 0.87  -0.0948
7 C -2.39 3.43 0.09  -0.0814
8 N -2.08 2.19 -0.46  -0.1302
9 C -0.86 1.77 -0.04  -0.3098
10 N -0.41 2.75 0.79  -0.1221
11 H -1.18 4.65 1.50  0.0961
12 H -3.32 3.94 -0.11  0.1055
13 C 1.84 -3.62 0.42  -0.1295
14 C 0.65 -1.79 -0.16  -0.3270
15 N 1.60 -2.27 0.68  -0.1147
16 H 0.96 -4.89 -1.17  0.1047
17 N 0.36 -2.81 -1.00  -0.1247
18 H 2.52 -4.20 1.00  0.0735
19 Rh -0.06 0.03 -0.39  0.8037
20 C 1.45 0.71 -1.31  -0.5392
21 O 2.50 1.17 -1.51  -0.0802
22 C 1.07 -3.96 -0.64  -0.0832
23 C -0.64 -2.77 -2.05  -0.0973
24 H -1.54 -3.34 -1.76  0.0829
25 H -0.23 -3.20 -2.97  0.0793
26 H -0.93 -1.72 -2.25  -0.0213
27 C 2.20 -1.58 1.81  -0.2461
28 H 3.26 -1.85 1.87  0.0226
29 H 1.73 -1.88 2.76  0.0116
30 H 2.11 -0.50 1.69  0.0447
31 C 0.78 2.70 1.63  -0.1446
32 H 1.36 3.63 1.52  0.0632
33 H 1.40 1.85 1.34  0.0484
34 H 0.49 2.60 2.69  0.0390
35 C -3.02 1.39 -1.22  -0.0790
36 H -2.51 0.51 -1.63  0.0399
37 H -3.43 1.98 -2.05  0.0791
38 H -3.85 1.06 -0.59  0.0850
39 C -1.14 -0.76 1.20  -0.2817
40 H -0.44 -1.03 2.00  -0.0335
41 H -1.69 -1.64 0.86  -0.0247
42 H -1.85 -0.02 1.58  -0.0262

***

No. 6
This record from the OMol25 dataset describes C13H22N2O10P2 as an isolated structure at a distorted geometry. The level of theory is ωB97M-V/def2-TZVPD.

For the total energy, the calculation gives -55874.71950 eV. As for the largest force on an atom: 4.6 eV Å⁻¹.

Last column: Löwdin charge in e.
Element x y z (Å)
1 O -2.20 -0.32 6.99  0.0389
2 O -0.76 -0.76 2.18  0.0228
3 O 3.21 -1.64 -6.15  -0.2418
4 O 1.82 -3.79 -4.65  -0.2497
5 O 1.14 3.25 0.68  0.0472
6 O 0.58 -0.11 -3.67  -0.0655
7 O 0.81 -1.02 -6.67  -0.0736
8 O 2.57 0.62 -5.96  -0.1002
9 O 0.86 -3.31 -2.66  -0.1054
10 O -0.39 -2.74 -4.85  -0.0832
11 C -1.94 0.75 6.46  -0.5852
12 C -1.47 -0.53 3.15  -0.4823
13 C 1.19 2.90 -1.68  -0.0009
14 C 0.72 1.06 -0.19  -0.0024
15 C 1.06 2.04 -2.78  0.0108
16 C 0.57 0.21 -1.28  0.0116
17 C 1.02 2.41 -0.39  -0.3201
18 C 0.75 0.70 -2.58  -0.3151
19 N -2.79 -0.47 2.98  0.0318
20 N -1.31 0.86 5.29  0.0628
21 C -2.35 2.04 7.13  0.0020
22 C -3.83 -0.36 4.00  -0.0579
23 C -0.80 -0.28 4.51  -0.0501
24 C 2.92 -1.00 -3.12  -0.0159
25 C 1.64 -1.06 -4.01  -0.5052
26 P 2.06 -0.85 -5.71  0.3714
27 P 1.00 -2.71 -4.10  0.3823
28 H 1.00 2.75 1.50  0.1049
29 H 0.16 -0.42 -6.29  0.0892
30 H 3.11 0.42 -6.75  0.0923
31 H 1.43 -4.08 -2.83  0.0910
32 H -0.50 -3.69 -4.98  0.1025
33 H 1.43 3.95 -1.82  0.1183
34 H 0.60 0.67 0.81  0.0901
35 H 1.20 2.42 -3.79  0.1207
36 H 0.31 -0.84 -1.13  0.1254
37 H -3.10 -0.62 2.03  0.1438
38 H -1.16 1.78 4.93  0.1455
39 H -2.87 1.81 8.06  0.0876
40 H -1.47 2.63 7.35  0.0829
41 H -3.02 2.60 6.47  0.0792
42 H -3.90 0.67 4.36  0.0763
43 H -3.61 -1.02 4.84  0.0852
44 H -4.80 -0.64 3.58  0.0881
45 H 0.27 -0.14 4.34  0.1263
46 H -0.91 -1.20 5.09  0.1321
47 H 3.68 -1.70 -3.50  0.1011
48 H 2.71 -1.27 -2.09  0.0878
49 H 3.36 0.01 -3.14  0.1029